96
Properties=species:S:1:pos:R:3:forces:R:3:mulliken_charge:R:1 method="wB97M-V/def2-TZVPD" gap_ev="7.391 / 4.265" e_homo_ev="-9.38 / -9.72" spin_multiplicity=5 charge=+1 total_energy_ev=-85928.821 lumo_ev="-1.987 / -5.451"
Ir 0.942 1.823 -0.612 -0.52 -0.23 -0.15 0.8905
C -5.618 0.645 -0.643 -0.16 -0.11 -0.15 -1.1205
Si -4.604 1.240 0.799 0.27 0.23 -0.14 -0.1354
C -5.637 2.364 1.865 -0.20 0.13 0.19 -0.8643
C -4.058 -0.238 1.783 0.11 -0.18 0.13 -0.5806
C -3.224 2.316 0.047 0.11 0.18 -0.13 0.1562
C -3.649 3.413 -0.711 0.00 -0.30 0.24 -0.3010
C -2.759 4.215 -1.411 0.30 0.14 -0.13 -1.1597
C -1.416 3.886 -1.380 -0.30 0.18 -0.05 -0.8408
N -0.976 2.855 -0.669 -0.09 -0.34 0.13 -0.1222
C -1.836 2.092 0.051 -0.05 0.17 -0.13 0.6631
S -0.987 0.834 0.894 0.29 -0.15 -0.06 -0.1179
H -6.424 -0.003 -0.282 0.04 0.05 -0.08 0.3933
H -5.006 0.073 -1.347 -0.06 0.05 0.06 0.3047
H -6.076 1.474 -1.192 0.04 -0.08 0.02 0.3412
H -6.471 1.806 2.309 0.10 0.11 -0.06 0.3944
H -6.066 3.186 1.280 0.05 -0.08 0.10 0.2992
H -5.049 2.797 2.682 -0.07 -0.04 -0.10 0.1355
H -4.955 -0.761 2.137 0.10 0.07 -0.02 0.5387
H -3.445 0.024 2.650 -0.04 -0.03 -0.08 0.2760
H -3.484 -0.932 1.162 -0.01 0.06 0.07 -0.1584
H -4.711 3.639 -0.771 0.07 0.00 0.00 0.3774
H -3.099 5.058 -1.997 0.02 -0.04 0.03 0.4838
H -0.674 4.450 -1.934 -0.02 -0.06 0.00 0.5711
C -0.029 0.196 -4.405 0.31 0.06 -0.01 -1.2481
C -0.426 0.714 -3.047 0.36 -0.01 0.59 0.4813
O -1.571 1.042 -2.822 -0.16 0.02 0.10 -0.4761
N 0.572 0.746 -2.062 -0.48 0.44 -0.22 0.1664
Te 2.105 -1.828 -2.212 0.30 -0.39 0.36 0.9789
C 3.408 -3.487 -2.340 -0.14 0.19 -0.06 0.1928
C 2.921 -4.792 -2.207 -0.19 -0.14 0.14 1.0102
C 1.460 -5.129 -1.994 0.25 -0.01 0.01 -1.8320
C 3.837 -5.840 -2.272 -0.14 -0.05 0.01 -0.9527
C 5.191 -5.624 -2.470 0.14 -0.06 -0.02 0.6499
C 6.169 -6.770 -2.509 -0.06 0.08 -0.01 -1.5473
C 5.636 -4.313 -2.640 0.08 0.02 0.00 -0.8525
C 4.770 -3.235 -2.584 0.16 0.14 -0.07 0.6867
C 5.318 -1.835 -2.762 -0.16 -0.15 0.12 -1.6944
C 1.178 -2.376 -0.410 -0.20 0.12 0.10 1.3643
C -0.218 -2.479 -0.395 -0.10 -0.01 -0.18 0.9287
C -1.088 -2.409 -1.632 0.04 0.13 0.38 -1.9917
C -0.848 -2.726 0.824 -0.03 -0.06 -0.05 -0.7492
C -0.133 -2.885 1.999 -0.05 -0.02 0.04 0.7791
C -0.833 -3.120 3.311 0.05 0.01 -0.07 -1.7284
C 1.259 -2.805 1.944 0.03 0.00 -0.02 -0.9438
C 1.940 -2.547 0.765 0.09 0.11 -0.03 0.4774
C 3.445 -2.431 0.809 -0.09 -0.03 -0.20 -1.6173
H -0.621 0.708 -5.160 -0.01 -0.03 0.00 0.3721
H -0.256 -0.871 -4.464 -0.02 -0.03 -0.04 0.2826
H 1.034 0.342 -4.600 -0.03 -0.02 -0.03 0.2975
H 0.800 -4.335 -2.336 -0.07 -0.04 -0.05 0.1854
H 1.247 -5.301 -0.935 0.02 0.05 -0.05 0.3346
H 1.200 -6.038 -2.536 0.04 0.02 0.00 0.5671
H 3.469 -6.858 -2.173 0.03 0.09 0.00 0.3852
H 5.663 -7.730 -2.417 0.01 0.04 -0.01 0.3616
H 6.889 -6.684 -1.693 -0.03 0.00 -0.02 0.3363
H 6.736 -6.766 -3.443 -0.04 0.01 0.03 0.3732
H 6.692 -4.130 -2.821 -0.10 -0.02 0.03 0.4090
H 6.359 -1.867 -3.078 -0.03 0.00 0.01 0.4534
H 5.270 -1.267 -1.828 0.01 -0.02 -0.02 0.3122
H 4.760 -1.275 -3.516 0.01 0.01 -0.04 0.3005
H -0.542 -2.095 -2.520 0.02 0.01 -0.10 -0.0050
H -1.905 -1.699 -1.489 0.07 0.01 0.02 0.2996
H -1.524 -3.390 -1.839 0.04 0.02 -0.01 0.5245
H -1.933 -2.796 0.844 0.12 0.00 -0.01 0.2356
H -1.885 -3.365 3.164 0.04 0.02 0.00 0.3990
H -0.780 -2.225 3.937 -0.01 -0.01 -0.05 0.3238
H -0.362 -3.932 3.868 -0.01 0.01 -0.03 0.4282
H 1.833 -2.936 2.859 -0.05 0.03 -0.09 0.4307
H 3.793 -2.399 1.840 -0.01 0.03 -0.02 0.4552
H 3.788 -1.520 0.310 0.04 -0.09 0.05 0.2381
H 3.927 -3.277 0.316 -0.01 -0.05 0.00 0.2968
C 2.843 1.077 -0.280 0.01 -0.15 0.19 -1.1295
H 3.469 1.884 0.112 0.00 -0.05 -0.05 0.5240
H 3.319 0.697 -1.187 0.07 0.00 -0.05 0.3525
H 2.815 0.275 0.470 0.01 0.17 -0.09 -0.0241
C -4.122 6.100 2.884 0.09 -0.09 0.00 -1.5735
C -2.794 5.390 2.833 -0.02 0.00 0.01 0.8498
C -1.768 5.874 2.016 0.02 0.02 0.00 -0.8627
C -0.562 5.202 1.913 -0.06 0.02 0.06 -0.6595
C -0.378 4.031 2.637 -0.12 -0.07 -0.28 0.9005
C -1.379 3.525 3.453 0.05 -0.06 0.09 -0.6995
C -2.576 4.221 3.560 0.01 0.07 0.02 -0.4655
S 1.087 3.067 2.370 -0.15 -0.13 -0.15 0.6121
C 2.290 4.143 3.114 0.16 0.11 -0.04 -1.1039
O 1.434 3.240 0.874 -0.05 -0.02 0.25 -0.5976
H -4.001 7.178 2.781 0.01 -0.02 0.01 0.4462
H -4.649 5.895 3.816 0.02 0.00 -0.02 0.3828
H -4.756 5.759 2.062 0.00 0.00 0.01 0.2470
H -1.918 6.789 1.452 -0.01 -0.07 0.04 0.3810
H 0.222 5.572 1.261 -0.06 -0.05 -0.01 0.4042
H -1.227 2.595 3.996 -0.04 0.09 -0.12 0.3659
H -3.356 3.847 4.215 0.05 0.00 -0.06 0.3791
H 2.194 5.136 2.673 0.06 -0.04 0.08 0.3358
H 3.271 3.717 2.897 -0.06 0.06 0.06 0.4166
H 2.111 4.168 4.191 0.00 0.02 -0.11 0.4149

---

14
Properties=species:S:1:pos:R:3:forces:R:3:mulliken_charge:R:1 method="wB97M-V/def2-TZVPD" gap_ev=8.591 e_homo_ev=-8.82 spin_multiplicity=1 total_energy_ev=-8830.162 lumo_ev=-0.229
O -0.385 2.201 -0.370 -0.10 -0.11 0.12 -0.5472
C -1.290 1.457 0.125 0.01 -0.05 0.03 0.0651
N -1.130 0.721 1.200 0.03 0.32 -0.20 -0.6287
C -0.312 -1.213 0.439 0.01 -0.24 -0.01 -0.6464
C 0.974 -1.536 -0.206 0.08 -0.08 -0.02 -0.1382
C 1.054 -0.136 -0.601 -0.21 0.70 -0.11 -0.2699
C 1.019 1.041 -0.982 0.12 -0.45 0.06 -0.0264
H -2.223 1.332 -0.445 0.12 -0.07 0.11 0.3862
H -0.228 0.999 1.599 -0.10 -0.09 0.01 0.2948
H -1.221 -1.367 -0.134 0.20 0.11 0.14 0.3303
H -0.398 -1.329 1.511 -0.02 0.09 -0.24 0.3384
H 1.775 -1.822 0.475 -0.11 -0.03 -0.05 0.2184
H 0.938 -2.203 -1.070 -0.02 0.00 0.11 0.2327
H 1.427 1.855 -1.542 -0.02 -0.08 0.05 0.3909

---

7
Properties=species:S:1:pos:R:3:forces:R:3:mulliken_charge:R:1 method="wB97M-V/def2-TZVPD" gap_ev=9.831 e_homo_ev=-9.30 spin_multiplicity=1 total_energy_ev=-18405.892 smiles="O=C=NS.N#N" lumo_ev=0.530
O -0.613 -2.332 0.903 -0.42 -1.14 0.37 -0.4049
C -0.014 -1.444 0.468 0.20 0.84 -0.21 0.6018
N 0.418 -0.398 0.076 1.13 -1.03 -0.08 -0.2421
S 1.748 0.206 -0.743 0.06 0.01 0.05 -0.0821
H 1.493 1.466 -0.357 0.10 0.01 -0.08 0.1657
N -1.007 1.345 0.014 -2.52 1.04 -0.61 0.1321
N -2.025 1.156 -0.361 1.46 0.28 0.57 -0.1705

---

Going through the records in order, we get ΔE to the lowest compared entry with this formula, charge and spin values of 9.69, 139.30, 6.28 kcal/mol.